(1)
C23H20ClNO2PRe as an isolated structure at a distorted geometry, computed with the ωB97M-V functional and the def2-TZVPD basis.

Calculated values
⟨S²⟩: 3.770
E_LUMO (spin up / spin down), eV: -2.950 / -5.406
Net charge: +1
2S+1: 4
Molar mass, u: 595.1

Last column: Löwdin spin population.
Geometry (Å):
C1 -1.030 -1.423 3.699  0.00
C2 -0.901 -2.066 2.430  0.06
C3 0.495 -2.283 2.206  0.05
H1 -1.709 -2.349 1.781  0.01
C4 1.192 -1.766 3.328  0.01
C5 0.251 -1.263 4.268  0.08
H2 0.481 -0.773 5.197  0.01
H3 -1.953 -1.067 4.121  0.00
H4 0.941 -2.757 1.349  0.01
H5 2.262 -1.715 3.430  0.00
Re1 0.095 -0.131 2.267  2.11
Cl1 2.017 1.240 2.417  0.24
P1 0.107 0.182 0.007  0.09
C6 1.342 -0.859 -0.867  0.01
C7 1.044 -1.564 -2.032  0.00
H6 0.044 -1.542 -2.439  0.00
C8 2.027 -2.302 -2.677  0.00
H7 1.780 -2.849 -3.577  0.00
C9 3.318 -2.335 -2.173  0.00
H8 4.084 -2.910 -2.678  0.00
C10 3.625 -1.622 -1.022  0.00
H9 4.633 -1.633 -0.629  0.00
C11 2.645 -0.890 -0.370  0.00
H10 2.889 -0.328 0.520  0.00
C12 -1.497 -0.285 -0.734  0.02
C13 -1.957 -1.600 -0.649  0.01
H11 -1.323 -2.369 -0.229  0.00
C14 -3.216 -1.935 -1.118  0.00
H12 -3.556 -2.961 -1.058  0.00
C15 -4.038 -0.958 -1.666  0.00
H13 -5.023 -1.219 -2.028  0.00
C16 -3.590 0.352 -1.742  0.00
H14 -4.227 1.119 -2.162  0.00
C17 -2.326 0.689 -1.281  0.00
H15 -1.986 1.712 -1.339  0.00
C18 0.431 1.849 -0.687  0.02
C19 0.941 1.969 -1.980  0.00
H16 1.187 1.087 -2.553  0.00
C20 1.145 3.221 -2.538  0.00
H17 1.544 3.302 -3.540  0.00
C21 0.847 4.364 -1.808  0.00
H18 1.010 5.342 -2.243  0.00
C22 0.344 4.247 -0.522  0.00
H19 0.117 5.133 0.056  0.00
C23 0.138 2.997 0.042  0.00
H20 -0.252 2.912 1.042  0.00
O1 -1.975 2.835 3.877  0.05
N1 -1.123 2.036 3.636  0.03
O2 -1.294 1.166 2.666  0.18

(2)
C23H20FN6O6OsSSe2 as an isolated structure, computed with the ωB97M-V functional and the def2-TZVPD basis.

Calculated values
E_LUMO (spin up / spin down), eV: -4.429 / -4.888
Relative energy (zero: lowest compared OMol25 entry of this formula, charge and spin), kcal per mole: 9.2
Net charge: +1
2S+1: 1
Molar mass, u: 875.7

Last column: Mulliken charge in e.
Geometry (Å):
Os1 0.325 0.462 -0.766  1.54
O1 2.582 1.478 -3.886  -0.36
C1 3.309 2.664 -3.616  -1.27
C2 3.063 3.118 -2.182  1.99
C3 3.968 4.360 -1.988  -1.41
O2 3.907 4.872 -0.671  -0.53
C4 3.519 2.095 -1.138  -1.28
Se1 2.646 0.359 -1.119  -0.07
C5 1.634 3.561 -1.910  -1.61
Se2 0.098 2.363 -2.109  -0.09
H1 2.724 1.224 -4.804  0.28
H2 3.012 3.468 -4.299  0.45
H3 4.385 2.498 -3.749  0.45
H4 3.701 5.123 -2.725  0.54
H5 5.005 4.070 -2.174  0.47
H6 3.355 5.658 -0.649  0.34
H7 3.363 2.502 -0.139  0.53
H8 4.580 1.876 -1.264  0.51
H9 1.377 4.405 -2.553  0.51
H10 1.553 3.874 -0.869  0.59
S1 -4.915 -4.910 -0.125  0.18
N1 -5.087 -3.329 -0.376  -0.68
C6 -3.866 -2.828 -0.461  1.00
C7 -3.540 -1.433 -0.682  0.46
C8 -4.503 -0.431 -0.807  -0.72
C9 -4.085 0.864 -0.996  -0.98
C10 -2.724 1.138 -1.054  -0.06
N2 -1.799 0.190 -0.942  -0.40
C11 -2.193 -1.086 -0.753  -0.09
C12 -1.144 -2.085 -0.605  -0.01
N3 0.137 -1.654 -0.674  -0.21
C13 1.122 -2.537 -0.517  0.02
C14 0.889 -3.886 -0.285  -0.99
C15 -0.407 -4.340 -0.213  -0.61
C16 -1.447 -3.427 -0.379  0.32
C17 -2.848 -3.797 -0.312  0.90
N4 -3.309 -5.022 -0.115  -0.66
H11 -5.553 -0.685 -0.746  0.56
H12 -4.790 1.678 -1.088  0.46
H13 -2.363 2.149 -1.181  0.46
H14 2.129 -2.152 -0.568  0.35
H15 1.730 -4.551 -0.157  0.47
H16 -0.632 -5.382 -0.027  0.56
F1 1.598 -2.914 4.533  -0.31
C18 0.504 -2.273 4.129  0.27
C19 0.473 -0.947 4.006  -0.03
N5 -0.666 -0.278 3.593  0.01
C20 -0.587 1.131 3.248  -1.21
C21 0.035 1.304 1.876  0.68
O3 0.637 2.270 1.474  -0.59
O4 -0.219 0.234 1.115  -0.69
C22 -1.814 -0.955 3.227  0.47
O5 -2.796 -0.412 2.762  -0.64
N6 -1.752 -2.323 3.409  0.01
C23 -0.668 -3.095 3.824  0.29
O6 -0.725 -4.297 3.895  -0.61
H17 1.337 -0.334 4.222  0.44
H18 -0.055 1.706 4.002  0.39
H19 -1.610 1.497 3.179  0.37
H20 -2.597 -2.828 3.181  0.23

(3)
C23H20N3O3PdSSe as an isolated structure, computed with the ωB97M-V functional and the def2-TZVPD basis.

Calculated values
E_LUMO, eV: 2.669
Relative energy (zero: lowest compared OMol25 entry of this formula, charge and spin), kcal per mole: 0.0
Net charge: -1
2S+1: 1
Molar mass, u: 603.9

Last column: Mulliken charge in e.
Geometry (Å):
Pd1 -0.641 0.817 1.345  0.60
O1 -0.628 -0.356 2.935  -0.60
C1 0.451 -0.757 3.538  0.61
C2 0.276 -1.635 4.638  -0.49
C3 1.340 -2.125 5.350  -0.39
C4 2.655 -1.771 5.018  -0.68
C5 2.852 -0.923 3.957  -0.72
C6 1.787 -0.401 3.202  0.62
C7 2.138 0.441 2.090  -0.58
N1 1.305 0.965 1.272  0.41
N2 1.803 1.743 0.229  -1.05
C8 0.815 2.185 -0.497  0.79
O2 -0.440 1.960 -0.289  -0.99
C9 1.146 3.023 -1.684  0.47
C10 0.118 3.663 -2.368  -0.34
C11 0.399 4.441 -3.482  -0.68
C12 1.708 4.579 -3.924  -0.34
C13 2.736 3.938 -3.244  -0.63
C14 2.458 3.163 -2.129  -0.27
H1 -0.743 -1.904 4.884  0.45
H2 1.158 -2.797 6.181  0.36
H3 3.494 -2.163 5.578  0.39
H4 3.860 -0.642 3.669  0.30
H5 3.190 0.656 1.913  0.33
H6 -0.896 3.536 -2.012  0.44
H7 -0.406 4.939 -4.008  0.38
H8 1.927 5.184 -4.795  0.37
H9 3.758 4.040 -3.588  0.37
H10 3.246 2.656 -1.589  0.44
Se1 -3.094 1.200 1.569  -0.14
C15 -4.075 -0.341 1.733  0.29
N3 -4.757 -1.268 1.857  -0.68
C16 -2.882 0.284 -3.512  -1.47
C17 -2.248 -0.567 -2.446  0.87
C18 -3.027 -1.331 -1.583  -0.80
C19 -2.445 -2.083 -0.573  -0.87
C20 -1.069 -2.068 -0.432  0.55
C21 -0.269 -1.319 -1.282  -0.37
C22 -0.865 -0.577 -2.286  -0.41
S1 -0.292 -2.969 0.905  0.62
C23 -0.308 -4.575 0.078  -1.09
O3 1.142 -2.566 0.921  -0.63
H11 -3.940 0.446 -3.304  0.37
H12 -2.800 -0.187 -4.495  0.32
H13 -2.393 1.257 -3.569  0.28
H14 -4.107 -1.299 -1.655  0.27
H15 -3.074 -2.611 0.132  0.47
H16 0.799 -1.289 -1.105  0.42
H17 -0.250 0.049 -2.925  0.36
H18 0.223 -4.478 -0.868  0.31
H19 -1.340 -4.887 -0.086  0.36
H20 0.202 -5.277 0.736  0.38

(4)
C23H20N4O7OsP2S as an isolated structure at a distorted geometry, computed with the ωB97M-V functional and the def2-TZVPD basis.

Calculated values
E_LUMO (spin up / spin down), eV: -2.311 / -2.292
Relative energy (zero: lowest compared OMol25 entry of this formula, charge and spin), kcal per mole: 25.8
2S+1: 1
Molar mass, u: 748.7

Last column: Mulliken charge in e.
Geometry (Å):
Os1 -0.025 0.268 -0.627  3.02
C1 -2.114 -2.129 3.751  -0.51
C2 -1.445 -1.012 4.230  -0.81
C3 -1.033 -0.016 3.372  -0.06
C4 -1.280 -0.106 1.989  0.04
C5 -1.987 -1.226 1.523  -0.14
C6 -2.397 -2.214 2.396  -0.93
N1 -0.773 0.849 1.131  -0.17
C7 -0.678 2.145 1.545  0.27
C8 -1.633 2.654 2.438  0.10
C9 -1.549 3.923 2.964  -0.76
C10 -0.505 4.765 2.583  -0.79
C11 0.425 4.324 1.673  -0.43
C12 0.382 3.028 1.123  -0.07
N2 1.359 2.747 0.254  -0.88
N3 1.415 1.645 -0.405  0.41
C13 2.191 1.436 -1.493  0.59
C14 3.308 2.170 -1.917  -0.77
C15 3.934 1.770 -3.075  -0.35
C16 3.440 0.667 -3.779  -0.72
C17 2.335 -0.009 -3.291  -0.40
N4 1.732 0.354 -2.172  -0.21
H1 -2.396 -2.926 4.422  0.40
H2 -1.228 -0.925 5.284  0.38
H3 -0.482 0.830 3.753  0.52
H4 -2.243 -1.310 0.480  0.41
H5 -2.941 -3.061 2.005  0.47
H6 -2.460 2.013 2.700  0.67
H7 -2.294 4.257 3.669  0.43
H8 -0.431 5.762 2.992  0.39
H9 1.233 4.960 1.350  0.49
H10 3.628 3.013 -1.331  0.50
H11 4.796 2.308 -3.443  0.43
H12 3.907 0.342 -4.693  0.42
H13 1.921 -0.865 -3.810  0.51
O1 -3.111 2.433 -2.738  -0.59
P1 -2.407 2.087 -1.374  0.49
O2 -2.657 3.031 -0.289  -0.70
O3 -0.935 1.763 -1.697  -0.61
O4 -3.024 0.602 -0.998  -0.16
P2 -2.623 -0.578 -2.045  0.69
O5 -3.672 -1.711 -1.635  -0.56
O6 -2.799 -0.125 -3.439  -0.88
O7 -1.283 -1.138 -1.585  -0.33
H14 -3.042 1.640 -3.306  0.43
H15 -4.482 -1.607 -2.128  0.33
S1 1.439 -1.107 0.634  -0.66
C18 1.756 -2.671 -0.092  0.95
C19 2.990 -3.277 0.154  -0.67
C20 3.230 -4.553 -0.316  -0.54
C21 2.247 -5.236 -1.017  -0.45
C22 1.028 -4.625 -1.273  -0.77
C23 0.779 -3.343 -0.820  -0.30
H16 3.739 -2.741 0.715  0.43
H17 4.185 -5.022 -0.134  0.36
H18 2.429 -6.242 -1.367  0.37
H19 0.262 -5.147 -1.826  0.43
H20 -0.167 -2.862 -1.017  0.27

Energy per entry: -53693.5101; -192110.3426; -114452.0990; -76355.2032 eV